Record 1
DFT (ωB97M-V with the def2-TZVPD basis set) results for a single C15H16Cl2N4O6 molecule in a non-equilibrium geometry.

Values from the calculation:
Lowest unoccupied orbital energy   -0.806 eV
ΔE to the lowest compared entry with this formula, charge and spin   53.53 kcal/mol
SMILES   O=C1N=C2[C@@H](Nc3cc(Cl)c(Cl)cc3N2C[C@H](O)[C@H](O)[C@H](O)CO)C(=O)N1
Net charge   0
HOMO-LUMO gap   7.713 eV
F_max   6.2 eV/Å

The geometry in XYZ format:
```
43
Properties=species:S:1:pos:R:3:forces:R:3
Cl -5.6932 1.4290 -0.0346 1.0 -0.4 -0.2
Cl -5.2347 3.8294 1.7894 0.9 -0.3 -0.2
O 2.1735 -2.9764 -0.8271 -0.1 1.7 0.2
O -0.2071 -3.7555 -1.3925 -1.1 -2.5 1.3
O 3.8048 -0.6491 1.4206 0.2 0.0 0.7
O 3.5873 -1.2556 -2.4685 -0.4 1.5 -0.3
O 2.3797 3.4698 2.2735 -0.9 -2.1 -1.0
O -2.2946 -1.5921 -1.6787 2.2 -1.1 1.4
N 1.7174 -0.1832 0.9183 -3.6 1.7 -0.4
N -0.3327 2.6576 2.0624 1.3 -2.0 -0.7
N -0.6306 0.1275 0.6913 4.1 1.5 -0.6
N 3.1650 1.4564 1.7824 -1.1 0.6 -0.2
C 0.7114 0.6809 0.8476 -3.2 -2.5 0.6
C 1.6233 -2.5717 -2.0939 -1.4 2.8 1.0
C -3.0114 0.7928 0.2435 1.0 -1.3 0.9
C -0.7469 -1.2892 0.2664 -0.2 -0.4 1.6
C 2.1530 -1.1710 -2.5408 1.5 -4.0 -1.9
C -4.0203 1.6856 0.5131 -1.7 0.7 0.2
C -3.8702 2.8095 1.3681 0.5 -1.2 0.4
C -2.6463 2.9505 2.0081 -1.8 -0.5 -1.3
C -0.8731 -1.5072 -1.2689 0.8 2.8 -0.6
C -1.7372 0.9943 0.9081 -0.8 -0.1 -1.1
C 2.1388 2.3482 1.7673 0.8 6.0 1.4
C 0.0232 -2.5317 -1.9774 0.0 -1.5 -0.5
C -1.5572 2.1238 1.7205 -0.9 1.0 -0.7
C 2.9135 0.1748 1.4428 2.4 -2.0 -2.0
C 0.7365 2.2051 1.0933 1.3 -0.7 1.3
H 1.8963 -3.3705 -2.7670 -0.2 -0.1 -0.4
H -0.3899 3.4926 2.6739 1.2 -0.8 -1.2
H 4.1258 1.7974 1.8788 -0.7 -0.3 0.4
H -2.5444 -2.2999 -1.0494 -0.6 0.2 -0.9
H 1.7706 -0.9570 -3.5930 0.4 0.0 1.3
H -3.2116 -0.1893 -0.3094 0.4 1.9 0.6
H 0.1201 -1.8961 0.7297 -1.4 1.2 -0.7
H 2.3021 -2.1547 -0.2601 0.0 -1.2 -0.8
H 0.3928 -3.8971 -0.6281 -0.2 0.3 -0.8
H -1.6825 -1.4804 0.8408 0.5 -1.1 -0.8
H -0.4614 -2.6035 -2.9852 0.7 0.2 0.5
H -0.4654 -0.5620 -1.6791 -0.7 0.1 0.0
H 0.7007 2.7423 0.0835 0.2 -0.5 1.3
H 1.8794 -0.4967 -1.8147 -0.8 2.0 1.3
H 3.8804 -2.1466 -2.6196 0.0 -0.6 -0.1
H -2.5849 3.7692 2.6646 0.6 1.0 0.8
```
Forces are in eV/Å.

Atom charges from the natural (NBO) analysis, given in e for atoms 1 to 2: atom 1 (Cl): 0.00, atom 2 (Cl): 0.04

Record 2
DFT (ωB97M-V with the def2-TZVPD basis set) results for a single C15H16ClN3O4S molecule.

Values from the calculation:
Lowest unoccupied orbital energy   0.526 eV
ΔE to the lowest compared entry with this formula, charge and spin   0.00 kcal/mol
SMILES   Cc1cc(Cl)c(S(=O)(=O)NCc2cccnc2)cc1OCC(N)=O
Net charge   0
HOMO-LUMO gap   9.370 eV
F_max   0.9 eV/Å

The geometry in XYZ format:
```
40
Properties=species:S:1:pos:R:3:forces:R:3
Cl 0.6663 -3.1143 1.4600 0.1 -0.4 0.6
S -0.2913 -1.9688 -1.3137 -0.2 -0.3 0.4
O 2.8933 1.9884 -0.3271 0.2 0.0 0.2
O 0.0713 -3.3487 -1.4268 0.0 0.2 0.1
O -0.0292 3.0897 -1.9643 -0.2 -0.1 -0.5
O -0.4980 -1.2051 -2.5059 0.0 0.4 0.1
N 0.5198 3.2165 0.2251 0.0 0.2 0.2
N -1.9951 2.1518 1.0056 0.1 0.2 0.0
N -1.6530 -1.8499 -0.3593 0.6 -0.3 -0.6
C 2.8623 0.1995 1.1869 -0.1 0.2 -0.3
C 0.7894 3.0212 -1.0768 0.6 0.0 0.3
C -4.1158 0.3804 0.8356 0.2 0.1 -0.1
C 1.4328 0.0882 -0.7616 0.2 0.3 -0.2
C 2.2736 2.7229 -1.3655 -0.2 0.1 -0.3
C 2.3409 -1.0052 1.6203 -0.2 0.0 -0.3
C 2.3807 0.7697 -0.0078 -0.2 -0.6 0.2
C 3.9171 0.9202 1.9641 0.0 0.0 -0.1
C -4.1973 1.5072 1.6402 0.1 0.0 0.0
C -2.9555 0.1523 0.1085 -0.3 0.1 0.2
C -2.7731 -1.0384 -0.7940 0.0 0.5 -0.2
C 0.9324 -1.1212 -0.3137 -0.2 -0.3 -0.2
C -3.1095 2.3624 1.6908 -0.3 0.0 0.2
C -1.9262 1.0791 0.2371 -0.2 -0.2 -0.1
C 1.3597 -1.6579 0.8836 0.1 0.2 -0.1
H -0.4492 3.1872 0.5424 0.0 0.0 0.0
H 1.0556 0.4586 -1.7014 0.0 0.2 -0.1
H -5.0868 1.7163 2.2137 -0.1 0.0 0.1
H 4.7859 1.0962 1.3329 0.1 0.1 0.0
H 2.8259 3.6654 -1.4172 -0.1 -0.1 0.0
H -3.1228 3.2556 2.3011 -0.1 0.0 0.1
H 1.2447 3.0759 0.9084 0.0 0.0 -0.1
H 2.6863 -1.4419 2.5440 0.0 -0.1 0.1
H -2.5267 -0.6885 -1.8022 -0.3 -0.1 0.1
H -4.9473 -0.3070 0.7686 -0.1 -0.1 0.0
H 3.5514 1.8942 2.2859 0.0 0.1 0.1
H -1.8760 -2.7047 0.1201 0.2 -0.2 0.1
H -3.6909 -1.6309 -0.8396 0.1 0.0 0.0
H 2.3544 2.2164 -2.3329 -0.1 0.0 0.1
H 4.2163 0.3472 2.8361 0.0 0.0 0.1
H -1.0111 0.9424 -0.3205 0.1 0.0 -0.1
```
Forces are in eV/Å.

Atom charges from the natural (NBO) analysis, given in e for atoms 1 to 2: atom 1 (Cl): 0.03, atom 2 (S): 2.33

Record 3
DFT (ωB97M-V with the def2-TZVPD basis set) results for a single C15H16FN3O2 molecule in a non-equilibrium geometry.

Values from the calculation:
Lowest unoccupied orbital energy   -0.944 eV
Net charge   0
HOMO-LUMO gap   6.429 eV
F_max   7.6 eV/Å

The geometry in XYZ format:
```
37
Properties=species:S:1:pos:R:3:forces:R:3
F 0.5393 3.2399 1.1559 0.2 -2.1 -0.4
O 1.2607 1.3034 -3.3898 0.2 0.5 -1.1
O -0.1371 -2.8497 -0.3363 -0.4 -0.3 -1.2
N 0.9380 0.3203 -2.6887 0.0 -2.1 1.3
N 0.1227 -1.8938 -1.1415 2.5 1.0 0.2
N -0.5511 0.9966 2.7534 0.2 -0.8 -3.0
C 0.0425 -0.4518 0.8885 -0.1 2.3 -1.2
C 0.8616 -2.9066 -4.5883 -1.5 0.3 0.7
C 0.7375 1.7892 -0.7103 0.8 0.3 1.9
C -0.6918 2.4505 4.3723 -0.5 1.9 1.6
C 0.3567 -0.6250 -0.5081 -0.8 0.3 -1.1
C 0.2275 1.3725 3.8929 -0.8 -0.1 -0.1
C -2.0013 1.0956 2.8829 -0.4 1.0 0.9
C 0.5413 1.9299 0.6528 -2.1 0.0 0.1
C 1.2278 -1.4050 -4.5343 -0.7 -0.3 -2.1
C -2.1984 1.9844 4.1628 1.8 -1.6 -0.3
C 0.9035 -1.0143 -3.2047 -0.1 4.9 1.2
C 0.4667 -3.3958 -3.1474 1.6 -0.9 -0.2
C -0.0407 0.8224 1.4757 2.3 0.1 -1.9
C 0.5463 -2.0740 -2.5109 -2.4 -1.4 7.1
C 0.7042 0.5415 -1.3046 -0.8 -3.9 -0.5
H -2.5069 1.2778 4.9697 0.1 1.0 -0.3
H 1.0830 2.6102 -1.2685 0.1 1.0 -0.7
H 1.2283 -4.2145 -2.7713 -1.5 1.8 -0.3
H -0.2832 -1.2304 1.5073 -0.4 -1.3 0.4
H -0.5556 -3.7998 -3.0107 0.6 0.1 -0.4
H -2.9684 2.7122 3.9110 0.4 0.3 0.7
H -2.4094 0.1215 3.0750 -0.5 -0.6 -0.1
H 1.2815 1.7395 3.7179 -1.3 -0.5 -0.2
H 1.5680 -3.5355 -5.0364 1.2 -0.7 -0.6
H -0.0345 -2.9720 -5.1589 -0.6 -0.2 -0.8
H -0.4698 3.4155 3.8390 -0.3 -1.0 0.4
H 0.2263 0.5150 4.6063 0.4 0.5 -0.2
H 0.7471 -0.8133 -5.3180 -0.4 -0.1 0.2
H -0.3812 2.5517 5.4039 -0.7 0.8 0.7
H 2.2226 -1.1828 -4.7062 2.5 0.1 -0.4
H -2.6038 1.5747 2.0675 1.2 -0.5 0.1
```
Forces are in eV/Å.

Atom charges from the natural (NBO) analysis, given in e for atoms 1 to 2: atom 1 (F): -0.34, atom 2 (O): -0.51

Record 4
DFT (ωB97M-V with the def2-TZVPD basis set) results for a single C15H16N2O3 molecule in a non-equilibrium geometry.

Values from the calculation:
Lowest unoccupied orbital energy   0.442 eV
ΔE to the lowest compared entry with this formula, charge and spin   68.06 kcal/mol
SMILES   CCCOc1cccc(C(=O)N/N=C/c2ccoc2)c1
Net charge   0
HOMO-LUMO gap   8.762 eV
F_max   1.2 eV/Å

The geometry in XYZ format:
```
36
Properties=species:S:1:pos:R:3:forces:R:3
O 4.0944 -0.0581 -0.5639 0.1 -0.3 0.1
O -7.1882 -0.0793 0.5891 -0.4 -0.1 0.2
O -0.9770 0.3471 -1.2339 -0.1 0.1 0.0
N -1.7297 -1.1802 0.2895 0.4 -0.3 0.1
N -3.0579 -0.9396 0.3963 -0.5 0.0 0.1
C -7.1640 0.8739 -0.3614 0.3 0.5 -0.6
C -0.7698 -0.5890 -0.4868 -0.2 0.0 0.1
C 0.5883 -1.1837 -0.3125 0.4 -0.2 0.0
C -5.9394 -0.5369 0.7243 1.0 0.1 -0.4
C 0.8041 -2.5225 -0.0074 -0.2 0.2 0.0
C 1.6677 -0.3276 -0.5125 0.1 0.2 0.0
C 3.6857 2.1544 0.4174 0.2 -0.3 -0.1
C -5.9070 1.0387 -0.8448 -0.4 -0.1 0.2
C 3.9966 1.3276 -0.8328 -0.2 0.6 0.0
C -5.0867 0.1114 -0.1349 -1.0 -0.4 0.6
C 2.1037 -2.9886 0.1113 0.1 0.0 0.0
C 3.1752 -2.1385 -0.0631 0.0 0.2 0.0
C -3.6689 -0.0728 -0.3120 0.7 0.1 -0.3
C 2.9703 -0.7930 -0.3845 -0.2 -0.3 0.1
C 4.7990 2.0369 1.4510 -0.2 0.0 -0.1
H 5.7312 2.4327 1.0543 0.1 0.0 0.0
H 4.1897 -2.4927 0.0294 0.1 0.0 0.0
H -5.7588 -1.3096 1.4432 -0.1 -0.1 0.1
H 4.9542 0.9938 1.7161 0.1 -0.1 0.1
H 3.5601 3.1957 0.1161 -0.1 0.0 0.0
H 4.5431 2.5898 2.3514 0.1 0.0 0.1
H 3.2566 1.5170 -1.6193 0.1 -0.1 0.0
H 2.7466 1.8120 0.8560 -0.1 0.1 -0.1
H -3.1921 0.5559 -1.0591 0.2 -0.1 0.1
H 1.4443 0.6947 -0.7739 0.0 0.1 0.0
H -1.4370 -1.9024 0.9346 0.0 0.3 -0.2
H -0.0201 -3.2119 0.1001 -0.1 -0.1 0.0
H 4.9850 1.5978 -1.2154 -0.1 0.0 0.0
H -5.5870 1.7226 -1.6036 0.0 0.2 -0.2
H -8.0929 1.3529 -0.5990 -0.2 0.0 0.0
H 2.2807 -4.0287 0.3408 0.0 -0.1 0.0
```
Forces are in eV/Å.

Atom charges from the natural (NBO) analysis, given in e for atoms 1 to 2: atom 1 (O): -0.49, atom 2 (O): -0.39

Record 5
DFT (ωB97M-V with the def2-TZVPD basis set) results for a molecular structure, C15H16N2O8Pd.

Values from the calculation:
Lowest unoccupied orbital energy   -0.001 eV
ΔE to the lowest compared entry with this formula, charge and spin   25.29 kcal/mol
Net charge   0
HOMO-LUMO gap   8.384 eV
F_max   0.4 eV/Å

The geometry in XYZ format:
```
42
Properties=species:S:1:pos:R:3:forces:R:3
Pd 0.9723 -0.2197 0.9225 0.1 -0.3 0.0
O 1.3272 1.9278 3.1317 0.2 0.0 0.3
O -0.2287 0.0987 -0.6198 0.0 -0.2 -0.1
O 3.0093 1.2443 0.3861 0.1 0.0 0.0
O 2.1297 -0.1149 2.5850 -0.1 0.0 0.0
O 0.5664 -1.7474 -1.5928 -0.1 0.0 0.0
O 2.9934 -1.5357 0.2641 0.0 0.1 -0.1
O 5.1791 -1.5297 -0.2149 0.0 0.0 0.0
O 0.2217 -1.5983 -4.3141 0.0 0.0 0.0
N -2.4344 0.1588 3.1218 0.0 0.0 0.0
N -0.6334 -0.4871 2.0829 0.0 0.4 0.0
C 3.9968 -0.9350 -0.0032 0.0 0.0 0.0
C -0.9222 -0.9330 -4.0125 0.0 0.0 0.0
C 3.2458 1.7766 1.7084 -0.2 -0.1 -0.2
C -0.1737 -0.7831 -1.5858 0.1 0.1 0.0
C -3.2444 0.4945 -3.4174 0.0 0.0 0.0
C 2.1349 1.1949 2.5934 0.0 0.1 0.1
C -1.1377 -0.4845 -2.7047 0.0 0.0 0.0
C -3.6410 0.9040 3.4314 0.0 0.0 0.0
C -0.6591 -1.1149 3.3017 0.0 0.0 0.0
C -1.8673 -0.6677 -5.0018 0.0 0.0 0.0
C -2.2991 0.2363 -2.4398 0.0 0.0 0.0
C -3.0215 0.0347 -4.7071 0.0 0.0 0.0
C -1.7837 -0.7243 3.9548 0.0 0.0 0.0
C 4.0866 0.5647 -0.2027 0.0 0.0 0.0
C -1.6986 0.2822 2.0090 0.0 -0.1 -0.1
H 3.1654 2.8607 1.6577 0.0 0.0 0.0
H 4.2314 1.4773 2.0676 0.0 0.0 0.1
H 0.1251 -1.7812 3.6095 0.0 0.0 0.0
H 0.2145 -1.8107 -5.2535 0.0 0.0 0.0
H -2.1795 -0.9928 4.9177 0.0 0.0 0.0
H -1.9448 0.9149 1.1733 0.0 0.0 0.0
H 4.0539 0.7407 -1.2813 0.0 0.0 0.0
H -1.6851 -1.0179 -6.0126 0.0 0.0 0.0
H 5.0362 -2.4865 -0.1478 0.0 0.0 0.0
H -3.3930 1.8647 3.8799 0.0 0.0 0.0
H -4.2462 0.3273 4.1261 0.0 0.0 0.0
H -2.4458 0.5954 -1.4308 0.0 0.0 0.0
H -4.1413 1.0501 -3.1795 0.0 0.0 0.0
H -4.2129 1.0646 2.5207 0.0 0.0 0.0
H -3.7443 0.2266 -5.4899 0.0 0.0 0.0
H 5.0483 0.9246 0.1667 0.0 0.0 0.0
```
Forces are in eV/Å.

Atom charges from the natural (NBO) analysis, given in e for atoms 1 to 2: atom 1 (Pd): 1.08, atom 2 (O): -0.62

Record 6
DFT (ωB97M-V with the def2-TZVPD basis set) results for a molecular structure, C15H16N6O3 in a non-equilibrium geometry.

Values from the calculation:
Lowest unoccupied orbital energy   0.515 eV
Net charge   0
HOMO-LUMO gap   9.079 eV
F_max   19.8 eV/Å

The geometry in XYZ format:
```
40
Properties=species:S:1:pos:R:3:forces:R:3
O 0.7428 -3.5947 -1.4467 0.1 -7.7 -14.3
O 0.3918 -0.6893 2.1051 -0.1 2.1 -0.8
O -0.1372 3.5652 0.7361 1.3 -1.7 -2.3
N -0.2225 -2.8374 0.2423 12.5 1.8 10.4
N 2.1908 -1.1785 -0.4036 0.7 2.9 -0.4
N 0.2038 1.5662 1.4334 -0.2 -4.4 1.3
N 1.1213 2.2199 -0.5652 8.1 -2.7 -7.9
N -1.4566 0.6469 -1.3685 1.5 12.1 -4.6
N 2.7774 0.4813 -1.5790 0.2 10.4 -5.2
C 1.8859 0.9352 -0.6863 1.0 11.5 -6.4
C 0.9996 -3.0161 -0.5702 -3.3 5.2 13.9
C 1.5865 3.2576 -1.5736 -7.9 6.2 10.3
C -1.8594 -1.4075 -0.3157 -3.5 5.1 -1.7
C 0.4124 2.4470 0.3946 -6.4 6.6 8.8
C 2.2066 -2.4485 0.1426 -1.9 -3.6 0.8
C -1.3860 -0.5048 -1.3454 6.1 -18.5 1.4
C -0.6274 1.7801 2.6385 -0.5 -6.2 -3.6
C 0.5756 0.2654 1.3337 3.4 -3.3 -2.0
C -1.3893 -2.7634 -0.1469 -12.1 -2.7 -2.5
C -2.9648 -0.7432 0.5005 3.6 -8.8 1.2
C -3.1305 0.4934 0.3906 -2.2 10.9 -5.4
C -2.3547 1.2634 -0.8216 -5.7 3.8 7.1
C 2.7891 -0.7042 -1.5470 1.8 -7.6 2.3
C 1.6554 0.0057 -0.0065 -8.5 -10.0 14.8
H -0.8207 0.8071 3.1584 0.8 0.6 -0.7
H -2.4043 -3.2717 0.5570 3.0 0.8 -1.2
H 0.4755 3.8254 -1.8618 3.3 -0.9 1.2
H 1.6494 2.8129 -2.3360 2.6 -6.3 -10.8
H 0.0049 -2.3761 1.3250 -1.0 -1.3 -4.3
H -1.4790 -3.4489 -1.0172 -0.4 0.8 -0.3
H -1.5528 2.0837 2.4527 -3.8 1.7 -1.6
H -4.0420 1.1712 0.6355 1.7 -1.6 0.6
H -0.3498 -1.0283 -2.0252 -3.1 1.1 1.5
H 1.9834 -2.5900 1.3084 1.1 0.8 -2.7
H 3.5088 -1.2911 -1.9787 1.4 -1.6 -1.6
H -0.2612 2.3728 3.2647 3.7 5.2 5.0
H 2.9095 -3.1513 -0.3248 1.2 0.9 0.8
H 2.2663 3.9535 -1.1565 0.8 0.3 0.0
H -3.4153 -1.3526 1.3448 0.3 0.6 -1.2
H -2.4834 2.4438 -0.8875 0.3 -2.6 0.1
```
Forces are in eV/Å.

Atom charges from the natural (NBO) analysis, given in e for atoms 1 to 2: atom 1 (O): -0.52, atom 2 (O): -0.66

For each record above, in turn, the calculated HOMO level values are -8.52 -8.84 -7.37 -8.32 -8.39 -8.56 eV.